Entry 1:
{
  "formula": "C2H3AlO2",
  "method": "ωB97M-V/def2-TZVPD",
  "relative_energy_kcal_mol": 49.47,
  "spin_multiplicity": 2,
  "total_charge": 3,
  "e_tot_ev": -12767.379,
  "gap_ev": [6.376, 9.037],
  "s_squared": 0.753,
  "elements": ["H", "C", "O", "O", "C", "H", "H", "Al"],
  "coordinates": [[0.0741, -1.3269, -0.9897], [-0.8815, 0.5076, 0.6652], [-1.0729, 1.6130, 0.1928], [0.3930, 0.1344, 0.5872], [0.4986, -1.1489, -0.0018], [1.5659, -1.3394, -0.1039], [-1.1788, -0.7353, 0.1824], [0.6016, 2.2955, -0.5322]],
  "lowdin_charge": [0.215, -0.079, 0.166, 0.018, 0.530, 0.202, 0.316, 1.633]
}

Entry 2:
{
  "formula": "C2H3AuFO",
  "method": "ωB97M-V/def2-TZVPD",
  "relative_energy_kcal_mol": 0.00,
  "spin_multiplicity": 4,
  "total_charge": 2,
  "e_tot_ev": -10550.181,
  "gap_ev": [10.511, 7.222],
  "s_squared": 3.771,
  "elements": ["C", "C", "H", "F", "H", "H", "O", "Au"],
  "coordinates": [[-0.9090, 0.2491, 0.2930], [-0.3404, -0.7566, -0.4048], [-1.0232, 0.2754, 1.3802], [-1.4674, 1.2710, -0.3172], [-0.0697, -1.6586, 0.1532], [-0.4048, -0.7741, -1.4978], [2.5174, 1.3509, 0.6110], [1.6973, 0.0429, -0.2176]],
  "lowdin_charge": [-0.075, -0.035, 0.181, 0.205, 0.122, 0.134, 0.086, 1.382]
}

Entry 3:
{
  "formula": "C2H3B3CoF12O2",
  "method": "ωB97M-V/def2-TZVPD",
  "relative_energy_kcal_mol": 129.32,
  "spin_multiplicity": 4,
  "total_charge": -2,
  "e_tot_ev": -78501.473,
  "gap_ev": [6.794, 5.025],
  "s_squared": 3.755,
  "elements": ["Co", "B", "F", "F", "F", "F", "B", "F", "F", "F", "F", "B", "F", "F", "F", "F", "C", "C", "O", "O", "H", "H", "H"],
  "coordinates": [[-0.0373, 0.2792, -0.3306], [-1.0534, -1.3760, -3.1251], [-1.3853, -2.7077, -3.1282], [-1.4045, -0.8032, -4.2653], [-1.8036, -0.6751, -2.1906], [0.2573, -1.1678, -2.6637], [1.8708, 2.8131, -2.3344], [2.2337, 2.6507, -3.6235], [0.4944, 2.6737, -2.2191], [2.4699, 1.9280, -1.4775], [2.2240, 4.0426, -1.8993], [-1.3424, 2.9537, 1.9769], [-2.1378, 2.8513, 3.0028], [-1.8567, 2.3474, 0.8125], [-1.1646, 4.2899, 1.6357], [-0.0637, 2.3470, 2.0780], [0.4299, -3.7294, 2.9612], [0.3771, -2.5216, 2.0181], [1.3508, -1.9442, 1.4913], [-0.7174, -2.0464, 1.7956], [-0.2709, -3.6229, 3.7893], [1.4150, -4.0026, 3.3394], [0.1147, -4.5798, 2.3566]],
  "lowdin_charge": [1.442, -1.398, 0.138, 0.199, 0.097, 0.096, -1.459, 0.157, 0.110, 0.119, 0.147, -1.375, 0.222, 0.068, 0.103, 0.063, -0.023, -0.802, -0.063, -0.034, 0.067, 0.060, 0.067]
}

Entry 4:
{
  "formula": "C2H3B3F12O2V",
  "method": "ωB97M-V/def2-TZVPD",
  "relative_energy_kcal_mol": 4.67,
  "spin_multiplicity": 4,
  "total_charge": -2,
  "e_tot_ev": -66568.975,
  "gap_ev": [6.894, 9.572],
  "s_squared": 3.753,
  "elements": ["V", "C", "C", "O", "O", "H", "H", "H", "B", "F", "F", "F", "F", "B", "F", "F", "F", "F", "B", "F", "F", "F", "F"],
  "coordinates": [[0.3336, 0.0771, 0.0678], [-3.7011, -0.5103, -0.0998], [-2.2054, -0.2852, 0.0570], [-1.4455, -1.2018, 0.4363], [-1.7611, 0.8336, -0.3406], [-3.9664, -1.4778, 0.3367], [-4.0004, -0.4139, -1.1372], [-4.2437, 0.2017, 0.5284], [1.2864, -1.9820, -1.9368], [2.3732, -1.4262, -2.6495], [0.2069, -1.0349, -1.9119], [0.8646, -3.1658, -2.4994], [1.6882, -2.1354, -0.5737], [0.8834, 0.2585, 2.7519], [0.0588, 1.1239, 1.9653], [2.0385, 0.9317, 3.1164], [0.1376, -0.1897, 3.8527], [1.1737, -0.8151, 1.8913], [2.0626, 2.2459, -0.7737], [2.1959, 3.2277, 0.2309], [0.7247, 2.0733, -1.1837], [2.8309, 2.6426, -1.8907], [2.4645, 1.0220, -0.2379]],
  "lowdin_charge": [1.114, -0.014, -0.707, -0.040, -0.074, 0.066, 0.070, 0.069, -1.204, 0.094, 0.063, 0.131, 0.076, -1.226, 0.076, 0.142, 0.110, 0.092, -1.237, 0.097, 0.092, 0.090, 0.121]
}

Entry 5:
{
  "formula": "C2H3BCl2O2",
  "method": "ωB97M-V/def2-TZVPD",
  "relative_energy_kcal_mol": 74.89,
  "e_tot_ev": -31937.416,
  "gap_ev": [9.298, 9.299],
  "elements": ["B", "C", "C", "O", "O", "Cl", "Cl", "H", "H", "H"],
  "coordinates": [[-0.5433, 0.2404, -0.1282], [-1.6754, -0.4553, 0.7317], [-2.9824, -0.3192, 0.8525], [0.6781, -0.3882, -0.2669], [-0.9363, 1.3890, -0.7925], [-4.0612, -1.2695, 1.8370], [-3.7758, 0.9128, -0.1350], [-0.7053, -1.6147, 1.9480], [1.2774, -0.0021, -0.9265], [-0.0834, 1.8164, -1.2410]],
  "lowdin_charge": [-0.741, -0.067, -1.149, 0.122, 0.067, 0.598, 0.639, 0.251, 0.107, 0.172]
}

Entry 6:
{
  "formula": "C2H3BFNO2",
  "method": "ωB97M-V/def2-TZVPD",
  "smiles": "BC(=O)NC(=O)F",
  "e_tot_ev": -11099.918,
  "gap_ev": 9.796,
  "elements": ["B", "C", "O", "N", "C", "O", "F", "H", "H", "H"],
  "coordinates": [[1.6037, -0.0231, 0.1879], [0.3133, -0.9449, 0.1503], [0.3297, -2.0401, 0.6231], [-0.9183, -0.4796, -0.5116], [-1.4502, 0.6952, 0.0564], [-2.4808, 0.7318, 0.6437], [-0.7415, 1.8212, -0.0871], [1.9052, 0.4387, 1.2367], [2.2443, 0.2057, -0.7828], [-0.8053, -0.4050, -1.5166]],
  "lowdin_charge": [0.153, -0.434, 0.144, 0.131, -0.525, 0.189, 0.121, 0.041, 0.037, 0.144]
}

Entry 7:
{
  "formula": "C2H3Br2O2S",
  "method": "ωB97M-V/def2-TZVPD",
  "relative_energy_kcal_mol": 4.39,
  "total_charge": -1,
  "e_tot_ev": -157138.270,
  "gap_ev": 6.836,
  "elements": ["C", "C", "O", "O", "S", "Br", "Br", "H", "H", "H"],
  "coordinates": [[0.0004, 0.6495, -0.4603], [0.5491, 0.1010, 0.9909], [-1.3978, -1.5906, -0.1063], [-1.4579, -0.6195, -2.3489], [-0.5354, -1.1064, -1.2891], [1.0965, 1.6176, 2.1336], [2.1294, -0.9688, 0.6432], [-0.9797, 1.2273, -0.3542], [0.9138, 1.1388, -0.7868], [-0.3183, -0.4490, 1.5778]],
  "lowdin_charge": [-0.399, -1.201, -0.610, -0.600, 0.598, 0.471, 0.559, 0.089, 0.026, 0.067]
}

Entry 8:
{
  "formula": "C2H3Br6Ca2F2O3PRb",
  "method": "ωB97M-V/def2-TZVPD",
  "relative_energy_kcal_mol": 7.49,
  "total_charge": 3,
  "e_tot_ev": -480757.867,
  "gap_ev": 4.501,
  "elements": ["Rb", "Ca", "Ca", "O", "H", "O", "P", "O", "F", "F", "C", "Br", "Br", "Br", "H", "C", "Br", "Br", "Br", "H"],
  "coordinates": [[4.4510, -0.7063, -2.7963], [-0.4902, 1.9550, -3.0493], [0.9667, 3.6763, -0.3341], [1.5240, 2.7881, -2.3026], [2.3399, 2.4044, -2.6035], [0.3533, 0.2833, -1.6555], [1.2160, 0.2917, -0.4262], [1.4216, 1.5621, 0.3582], [2.6506, -0.3047, -0.7747], [0.6638, -0.7709, 0.5389], [-1.3477, -2.9290, -0.0733], [-3.2638, -3.1301, -0.2270], [-0.3864, -4.0815, -1.2774], [-0.7776, -3.1653, 1.7716], [-1.0715, -1.9382, -0.3993], [-1.5047, 0.7189, 2.6774], [-2.7866, 0.1195, 4.0472], [-0.9112, 2.5704, 3.0018], [-2.3910, 0.6038, 0.9300], [-0.6563, 0.0525, 2.5942]],
  "lowdin_charge": [1.013, 1.700, 1.619, -0.650, -0.024, -0.451, 0.240, -0.450, -0.210, -0.099, -1.658, 0.613, 0.607, 0.625, -0.108, -1.501, 0.665, 0.571, 0.548, -0.047]
}

Per-record max |F|, hartree/bohr: 0.1344, 0.0896, 0.0806, 0.0358, 0.0783, 0.0406, 0.0696, 0.0455